The following is a quantum chemistry calculation of 10 unconnected molecules or ions with the total composition H20O10 in a non-equilibrium geometry, from the OMol25 dataset.

Computed properties:
Electronic energy: -764.1641 Ha
Relative energy (zero: lowest compared OMol25 entry of this formula, charge and spin): 834.4 kJ/mol
SMILES string: O.O.O.O.O.O.O.O.O.O
HOMO-LUMO gap: 10.82 eV

The geometry in ORCA input format:
```
! wB97M-V def2-TZVPD RIJCOSX def2/J DEFGRID3
* xyz 0 1
O 2.45 3.40 -0.23
H 3.19 3.29 0.21
H 2.51 3.03 -1.20
O 0.14 -3.75 -0.38
H -0.31 -3.15 -1.05
H 0.05 -3.37 0.43
O -0.82 0.00 3.40
H -1.70 -0.17 3.35
H -0.68 0.36 2.52
O 2.33 0.24 -2.17
H 1.47 0.10 -1.51
H 2.89 -0.47 -1.88
O 3.23 -1.04 1.23
H 2.81 -0.74 2.11
H 2.85 -2.09 1.03
O -1.92 3.14 0.73
H -1.60 2.43 1.03
H -2.37 3.72 0.37
O -1.08 -0.47 -3.47
H -1.27 0.30 -3.14
H -1.98 -0.58 -3.89
O -1.81 -2.38 2.29
H -2.54 -2.96 1.91
H -1.47 -1.93 1.44
O -1.19 -0.90 -0.98
H -0.88 -0.15 -0.50
H -1.52 -0.50 -1.80
O -0.51 1.19 0.21
H 0.26 1.54 0.53
H -0.52 1.92 -0.60
*
```

Mulliken atomic charge list, values in e, 6 entries: O -0.62; H 0.27; H 0.35; O -0.62; H 0.33; H 0.29